# 1
ORCA calculation (ωB97M-V/def2-TZVPD) on a cluster of 2 separate species, C6H12N in total.

Calculated values
- Relative energy (zero: lowest compared OMol25 entry of this formula, charge and spin): 43.1 kcal/mol
- Strongest force on any atom: 0.4 eV/Å
- Net charge: +1
- LUMO: -4.90 eV

XYZ file:
```
19
C6H12N | the OMol25 dataset | ωB97M-V/def2-TZVPD
C -1.231 1.782 0.475
C 1.002 2.436 -0.194
N 0.171 1.538 0.137
H -1.424 1.363 1.460
H -1.861 1.261 -0.243
H -1.425 2.849 0.453
H 0.692 3.472 -0.254
H 2.023 2.152 -0.419
H 0.494 0.564 0.172
C 0.390 -1.288 -1.909
C 0.533 -1.715 -0.654
C -0.451 -1.528 0.412
C -0.207 -1.816 1.687
H -0.522 -0.820 -2.262
H 1.181 -1.465 -2.625
H 1.461 -2.203 -0.372
H -1.439 -1.156 0.152
H -0.946 -1.683 2.467
H 0.750 -2.202 2.021
```



# 2
ORCA calculation (ωB97M-V/def2-TZVPD) on a structure of composition C13H41BN6O7P2S2 in a non-equilibrium geometry.

Calculated values
- Strongest force on any atom: 8.0 eV/Å
- LUMO: -1.02 eV

XYZ file:
```
72
C13H41BN6O7P2S2 | the OMol25 dataset | ωB97M-V/def2-TZVPD
O -3.661 -5.579 5.635
S -2.539 -4.809 6.241
O -2.451 -3.300 5.433
S -1.826 -3.612 3.850
O -1.114 -5.550 5.783
C -0.945 -6.832 6.428
B 0.525 -7.372 5.943
O 1.662 -6.681 6.460
O 0.703 -8.434 5.034
H -2.945 -4.111 3.189
H -0.915 -6.712 7.553
H -1.745 -7.582 6.184
H 1.731 -5.892 5.894
H -0.064 -8.528 4.454
O -2.354 -1.370 1.056
P -2.498 -1.668 -0.448
N -1.584 -0.302 -0.956
C -1.821 0.576 -2.079
C -0.141 -0.496 -0.804
N -4.222 -1.383 -0.438
C -4.760 -0.034 -0.584
C -4.900 -1.995 0.715
N -2.616 -2.262 -2.137
C -3.730 -2.044 -3.045
C -2.291 -3.702 -2.160
H -1.559 0.116 -3.042
H -1.218 1.483 -1.977
H -2.847 0.932 -2.128
H 0.259 -1.136 -1.604
H 0.089 -0.974 0.153
H 0.394 0.456 -0.811
H -4.270 0.687 0.080
H -5.833 -0.021 -0.377
H -4.690 0.314 -1.614
H -4.811 -1.391 1.626
H -4.489 -2.985 0.926
H -5.962 -2.132 0.496
H -4.665 -2.491 -2.693
H -3.497 -2.491 -4.017
H -3.890 -0.988 -3.250
H -3.086 -4.298 -1.693
H -1.366 -3.886 -1.596
H -2.121 -4.067 -3.174
O 2.251 2.325 -0.667
P 2.608 3.727 -1.190
N 3.094 3.180 -2.748
C 4.199 3.637 -3.561
C 1.961 2.872 -3.619
N 3.944 3.910 -0.079
C 5.266 3.378 -0.400
C 3.621 3.467 1.286
N 2.804 5.438 -1.692
C 3.972 6.271 -1.457
C 1.613 6.200 -1.263
H 4.010 4.614 -4.027
H 4.389 2.923 -4.368
H 5.136 3.686 -3.013
H 1.506 3.789 -4.019
H 1.187 2.326 -3.071
H 2.261 2.234 -4.453
H 5.226 2.341 -0.752
H 5.923 3.423 0.471
H 5.774 3.995 -1.142
H 3.693 2.379 1.405
H 2.609 3.770 1.564
H 4.301 3.935 2.002
H 4.179 6.431 -0.395
H 3.814 7.254 -1.913
H 4.862 5.874 -1.940
H 1.591 6.323 -0.173
H 0.700 5.663 -1.555
H 1.566 7.182 -1.735
```



# 3
ORCA calculation (ωB97M-V/def2-TZVPD) on a cluster of 8 separate species, C4H27N3O7 in total in a non-equilibrium geometry.

Calculated values
- Relative energy (zero: lowest compared OMol25 entry of this formula, charge and spin): 29.6 kcal/mol
- Strongest force on any atom: 3.6 eV/Å
- LUMO: 0.33 eV
- Structure (SMILES): NCC[C@H](N)CN.O.O.O.O.O.O.O

XYZ file:
```
41
C4H27N3O7 | the OMol25 dataset | ωB97M-V/def2-TZVPD
N 1.486 1.285 1.150
C 0.022 1.647 0.920
C -0.869 0.462 1.431
C -0.348 -0.992 1.448
N -0.179 -1.152 -0.065
C -1.256 -2.002 2.187
N -0.439 -3.219 2.183
H 1.796 0.813 0.318
H 1.562 0.599 1.853
H -0.080 1.809 -0.152
H -0.165 2.571 1.454
H -1.137 0.733 2.495
H -1.810 0.580 0.956
H 0.631 -1.100 1.959
H -0.050 -2.152 -0.179
H -1.097 -0.994 -0.461
H -1.566 -1.412 3.152
H -2.173 -2.136 1.594
H 0.369 -3.155 2.777
H -1.079 -3.970 2.372
O 0.165 0.474 -2.990
H 0.290 0.625 -2.051
H -0.173 1.285 -3.386
O 1.624 3.744 -0.245
H 1.869 3.060 0.457
H 1.377 4.514 0.275
O -0.569 3.569 -1.533
H 0.303 3.544 -1.008
H -0.367 4.104 -2.298
O -2.293 -1.135 -3.286
H -1.393 -0.802 -3.342
H -3.050 -0.822 -3.761
O 3.586 -1.263 -0.574
H 3.451 -2.207 -0.676
H 2.781 -0.967 -0.149
O 2.822 -1.043 2.270
H 3.115 -1.949 2.243
H 3.417 -0.305 2.371
O -4.151 -1.008 -1.384
H -3.610 -1.770 -1.594
H -3.660 -0.288 -1.769
```